Record 1
# C25H27GaN3O2Te

C25H27GaN3O2Te as an isolated structure (ωB97M-V/def2-TZVPD, the Open Molecules 2025 dataset).

Its HOMO-LUMO gap is 7.892 eV. As for the total charge: +1. As for the spin multiplicity: 1.

Last column: natural (NBO) charge in e.
Element x y z (Å)
Ga1 -0.130 0.628 0.016  1.6051
C1 -2.024 -0.872 2.391  -0.6149
C2 -2.926 -1.015 1.194  -0.0787
C3 -3.759 -2.122 1.069  -0.2167
C4 -4.614 -2.239 -0.015  -0.1898
C5 -4.646 -1.247 -0.982  -0.1940
C6 -3.821 -0.131 -0.900  -0.0209
C7 -3.836 0.907 -1.983  -0.6428
C8 -2.963 -0.030 0.198  0.1861
N1 -1.996 1.011 0.275  -0.9013
C9 -2.390 2.318 0.444  0.6446
O1 -3.520 2.729 0.564  -0.5513
C10 -1.202 3.257 0.497  0.1477
C11 -1.192 4.622 0.711  -0.1821
C12 0.053 5.250 0.780  -0.1198
C13 1.242 4.527 0.661  -0.1816
C14 1.135 3.168 0.449  0.1436
N2 -0.059 2.610 0.358  -0.5898
C15 2.239 2.140 0.341  0.6395
O2 3.401 2.451 0.445  -0.5448
N3 1.749 0.865 0.118  -0.9139
C16 2.700 -0.200 0.008  0.1914
C17 2.743 -1.181 1.003  -0.0644
C18 1.946 -1.095 2.280  -0.6333
C19 3.605 -2.263 0.829  -0.2165
C20 4.427 -2.345 -0.280  -0.1942
C21 4.397 -1.341 -1.237  -0.2067
C22 3.534 -0.261 -1.114  -0.0207
C23 3.504 0.801 -2.177  -0.6460
H1 -2.142 -1.719 3.066  0.2343
H2 -2.240 0.042 2.946  0.2415
H3 -0.958 -0.829 2.124  0.1872
H4 -3.746 -2.887 1.836  0.2208
H5 -5.263 -3.100 -0.101  0.2292
H6 -5.317 -1.341 -1.826  0.2235
H7 -4.382 0.547 -2.852  0.2293
H8 -2.822 1.167 -2.304  0.2054
H9 -4.306 1.826 -1.633  0.2534
H10 -2.122 5.158 0.830  0.2629
H11 0.098 6.317 0.947  0.2440
H12 2.215 4.990 0.741  0.2626
H13 1.239 -0.264 2.295  0.2039
H14 2.616 -0.938 3.126  0.2515
H15 1.400 -2.019 2.477  0.2196
H16 3.647 -3.030 1.592  0.2213
H17 5.100 -3.184 -0.395  0.2291
H18 5.047 -1.399 -2.100  0.2231
H19 3.957 0.434 -3.096  0.2278
H20 4.054 1.685 -1.854  0.2537
H21 2.484 1.123 -2.403  0.2041
C24 -0.251 -3.173 0.261  -0.8469
Te1 -0.675 -1.738 -1.241  0.7682
C25 1.121 -2.060 -2.326  -0.8696
H22 0.792 -3.068 0.547  0.2443
H23 -0.447 -4.146 -0.180  0.2502
H24 -0.919 -3.002 1.100  0.2469
H25 0.934 -2.866 -3.030  0.2465
H26 1.911 -2.320 -1.626  0.2554
H27 1.377 -1.151 -2.862  0.2429

---

Record 2
# C3H6FN2O

An isolated ion of composition C3H6FN2O and charge +1 at a distorted geometry (ωB97M-V/def2-TZVPD, the Open Molecules 2025 dataset).

Its HOMO-LUMO gap (alpha / beta) is 7.906 / 6.750 eV. As for the total charge: +1. As for the spin multiplicity: 3.

Last column: natural (NBO) charge in e.
Element x y z (Å)
C1 -1.645 0.455 -0.002  0.8586
C2 1.044 -0.182 -0.305  -0.3135
C3 0.517 0.340 1.050  -0.2437
N1 0.157 -1.244 -0.739  -0.0235
N2 -0.782 0.919 0.850  -0.5649
O1 -0.067 -1.321 -2.001  -0.4330
F1 -2.872 0.906 -0.109  -0.2299
H1 1.442 0.543 -0.951  0.2359
H2 1.830 -0.701 0.083  0.2357
H3 0.490 -0.535 1.624  0.2466
H4 1.334 1.005 1.409  0.2597
H5 -0.744 1.816 1.285  0.4645
H6 -0.703 -2.001 -2.195  0.5075

---

Record 3
# C13H16IN3SZn

C13H16IN3SZn as an isolated structure at a distorted geometry (ωB97M-V/def2-TZVPD, the Open Molecules 2025 dataset).

Its HOMO-LUMO gap (alpha / beta) is 5.757 / 6.392 eV. As for the spin multiplicity: 1.

Last column: natural (NBO) charge in e.
Element x y z (Å)
C1 -0.340 -2.573 -3.809  -1.3354
C2 0.615 1.056 -4.359  -1.1507
H1 0.511 -3.149 -4.187  0.2153
H2 -1.006 -2.317 -4.656  0.1901
H3 -0.910 -3.290 -3.221  0.2177
H4 1.228 1.897 -4.078  0.2222
H5 1.263 0.582 -5.147  0.2154
H6 -0.206 1.513 -4.901  0.2066
Zn1 0.173 -0.677 -3.503  1.4436
C3 -0.686 0.673 -1.962  -0.6774
H7 0.010 1.252 -1.322  0.2341
H8 -1.305 0.052 -1.263  0.2565
H9 -1.295 1.368 -2.595  0.2051
I1 1.485 -1.091 -1.251  -0.2858
N1 -0.372 -0.045 3.077  -0.5439
C4 0.798 0.699 3.140  0.1734
C5 1.625 1.062 4.186  -0.2681
C6 2.762 1.832 3.878  -0.2090
C7 3.048 2.187 2.543  -0.2300
C8 2.201 1.810 1.491  -0.1881
C9 1.012 1.150 1.809  0.0719
N2 -0.037 0.746 1.021  -0.4447
C10 -0.833 -0.024 1.784  0.3569
C11 -1.939 -0.854 1.367  0.0671
C12 -2.696 -1.676 2.206  -0.4218
S1 -3.792 -2.636 1.280  0.4321
C13 -3.220 -1.855 -0.184  -0.1021
N3 -2.289 -0.963 0.037  -0.4186
H10 -0.786 -0.555 3.852  0.4126
H11 1.368 0.745 5.200  0.2140
H12 3.425 2.176 4.682  0.2187
H13 3.967 2.743 2.335  0.2190
H14 2.418 2.004 0.436  0.2311
H15 -2.572 -1.752 3.276  0.2360
H16 -3.626 -2.090 -1.162  0.2362

---

Record 4
# C3H4AgLiO3

C3H4AgLiO3 as an isolated structure at a distorted geometry (ωB97M-V/def2-TZVPD, the Open Molecules 2025 dataset).

Its HOMO-LUMO gap (alpha / beta) is 10.593 / 6.147 eV. As for the total charge: +2. As for the spin multiplicity: 3.

Last column: natural (NBO) charge in e.
Element x y z (Å)
C1 1.070 -0.885 -1.961  -0.1346
C2 1.310 0.347 -1.415  -0.6762
H1 0.099 -1.389 -1.982  0.2289
H2 0.325 0.421 -2.124  0.3560
H3 2.339 0.715 -1.495  0.3061
O1 -1.524 0.484 1.304  -0.8624
C3 -1.112 0.319 2.494  0.8914
O2 0.081 0.044 2.733  -0.5843
O3 -1.941 0.477 3.471  -0.0412
Li1 -3.100 0.868 0.369  0.9934
Ag1 0.565 0.198 0.719  1.2606
H4 1.889 -1.597 -2.114  0.2623

---

Record 5
# C6H11NO2

A single C6H11NO2 molecule at a distorted geometry (ωB97M-V/def2-TZVPD, the Open Molecules 2025 dataset).

Its HOMO-LUMO gap is 8.541 eV. As for the spin multiplicity: 1.

Last column: natural (NBO) charge in e.
Element x y z (Å)
C1 1.732 0.363 1.381  -0.6486
C2 0.569 0.888 0.518  0.3308
N1 0.706 2.260 0.158  -0.8667
O1 -0.673 0.553 0.955  -0.6481
H1 0.016 2.846 0.608  0.3836
H2 1.639 2.646 0.198  0.3735
H3 1.692 0.890 2.335  0.2156
H4 1.606 -0.701 1.575  0.2042
H5 2.691 0.525 0.889  0.2126
C3 -0.730 -2.093 -0.068  -0.6643
C4 -1.871 -0.130 -1.273  -0.6867
C5 -0.691 -0.688 -0.567  0.3148
C6 0.600 -0.036 -0.850  0.5117
O2 1.424 -0.107 -1.715  -0.5068
H6 -2.778 -0.698 -1.075  0.2235
H7 -0.803 -2.759 -0.935  0.2462
H8 0.164 -2.354 0.493  0.2334
H9 -1.613 -2.245 0.553  0.2462
H10 -1.989 0.874 -0.835  0.2814
H11 -1.692 -0.033 -2.345  0.2438

---

Record 6
# C16H22Br42N2O4P2

C16H22Br42N2O4P2 as an isolated structure at a distorted geometry (ωB97M-V/def2-TZVPD, the Open Molecules 2025 dataset).

Its HOMO-LUMO gap is 9.087 eV. As for the spin multiplicity: 1.

Last column: Löwdin charge in e.
Element x y z (Å)
N1 0.667 -4.303 -3.375  -0.1331
C1 0.693 -3.017 -3.687  -0.4197
C2 0.348 -1.806 -2.741  -0.2862
O1 -0.578 -2.127 -1.680  -0.2721
P1 -0.578 -0.909 -0.524  0.5430
O2 -1.983 -0.859 0.051  -0.2665
O3 -0.352 0.600 -1.248  -0.3622
O4 0.464 -1.178 0.769  -0.5772
P2 1.781 -2.200 0.410  0.7180
N2 3.030 -1.286 -0.034  -0.2965
H1 0.383 -4.367 -2.389  0.0208
H2 0.975 -2.763 -4.740  0.1264
H3 -0.106 -0.997 -3.386  0.1081
H4 1.327 -1.373 -2.371  0.1101
H5 0.575 0.712 -1.549  -0.0513
H6 2.043 -2.939 1.604  0.0346
H7 1.511 -3.109 -0.642  0.0156
H8 3.742 -1.494 0.681  -0.0272
C3 -1.119 1.519 1.141  -1.5107
Br1 0.546 1.004 1.986  0.7272
Br2 -2.441 2.065 2.450  0.5847
Br3 -0.845 2.877 -0.212  0.6735
H9 -1.508 0.638 0.637  -0.1120
C4 1.866 -8.315 -0.880  -1.6120
Br4 2.006 -10.243 -0.774  0.5706
Br5 0.225 -7.672 -0.078  0.4937
Br6 3.418 -7.434 -0.131  0.5508
H10 1.828 -8.054 -1.934  -0.0264
C5 -3.664 -8.541 1.229  -1.6185
Br7 -2.462 -9.996 0.814  0.5117
Br8 -4.865 -8.979 2.682  0.5802
Br9 -2.678 -6.912 1.561  0.5438
H11 -4.278 -8.370 0.349  -0.0572
C6 1.532 4.525 3.833  -1.5708
Br10 3.224 3.968 4.594  0.5586
Br11 0.274 5.094 5.187  0.5196
Br12 1.770 5.873 2.465  0.5334
H12 1.098 3.654 3.351  -0.0763
C7 -1.790 8.563 3.311  -1.6012
Br13 -2.198 6.674 3.229  0.5303
Br14 -0.953 9.037 4.990  0.5247
Br15 -0.739 9.145 1.792  0.5597
H13 -2.736 9.093 3.265  -0.0383
C8 -3.212 -3.185 -4.496  -1.4968
Br16 -1.394 -3.731 -4.001  0.9791
Br17 -3.236 -1.317 -5.004  0.5581
Br18 -3.991 -4.306 -5.875  0.5378
H14 -3.839 -3.280 -3.612  -0.0223
C9 -3.894 -10.364 -3.030  -1.5971
Br19 -2.678 -11.811 -3.447  0.5740
Br20 -5.097 -10.830 -1.584  0.5732
Br21 -2.949 -8.702 -2.696  0.5231
H15 -4.509 -10.202 -3.910  -0.0467
C10 4.415 2.351 -0.586  -1.5904
Br22 2.740 1.713 -1.316  0.6170
Br23 5.946 1.658 -1.546  0.5808
Br24 4.426 4.280 -0.480  0.5516
H16 4.480 1.976 0.431  -0.0363
C11 -1.755 2.578 -6.236  -1.6127
Br25 -1.069 2.058 -4.501  0.5514
Br26 -0.916 1.581 -7.669  0.5622
Br27 -3.686 2.459 -6.312  0.5646
H17 -1.495 3.621 -6.380  -0.0289
C12 -3.481 1.339 6.480  -1.6088
Br28 -2.734 -0.305 7.179  0.5661
Br29 -4.706 2.163 7.735  0.5556
Br30 -2.100 2.571 5.913  0.4964
H18 -4.057 1.077 5.599  -0.0316
C13 -4.241 8.144 7.883  -1.6112
Br31 -4.253 9.278 6.313  0.5437
Br32 -5.633 8.636 9.135  0.5652
Br33 -4.324 6.267 7.413  0.5487
H19 -3.291 8.305 8.383  -0.0268
C14 6.923 5.534 2.704  -1.6072
Br34 7.713 5.907 4.432  0.5712
Br35 6.425 3.675 2.518  0.5423
Br36 5.402 6.665 2.325  0.4904
H20 7.679 5.752 1.956  -0.0372
C15 7.599 10.407 1.065  -1.6072
Br37 6.765 9.932 -0.616  0.5633
Br38 8.019 8.842 2.124  0.5557
Br39 9.150 11.538 0.806  0.5657
H21 6.874 10.986 1.628  -0.0261
C16 -2.207 -7.898 -7.736  -1.5970
Br40 -3.364 -8.214 -6.213  0.5408
Br41 -3.197 -8.004 -9.397  0.5624
Br42 -1.215 -6.233 -7.639  0.5489
H22 -1.482 -8.705 -7.748  -0.0286